73
Properties=species:S:1:pos:R:3:lowdin_spin:R:1 method="wB97M-V/def2-TZVPD" e_homo_ev="0.81 / 0.80" charge=-2 spin_multiplicity=5 lumo_energy_ev="3.846 / 3.845" homo_lumo_gap_ev="3.04 / 3.04"
C 0.5284 -0.7498 -3.7258 0.003
C 0.3615 -1.4296 -2.3521 0.006
C 0.1591 0.7239 -3.5593 0.023
C -0.7519 0.8090 -2.2750 0.076
H -0.3866 1.0650 -4.4473 0.000
H 1.0714 1.3265 -3.4586 0.002
C -0.7842 -0.7056 -1.6802 0.054
H 1.3012 -1.3099 -1.7904 0.000
H 0.1579 -2.5000 -2.5086 0.002
C -1.0959 -1.2229 -0.2125 0.014
H -1.6952 -1.0728 -2.1833 0.003
H -1.7790 1.0301 -2.6304 0.003
C -0.3604 1.9183 -1.4103 0.554
C 1.9306 -0.9665 -4.2759 0.001
C -0.3175 -1.3798 -4.8363 0.001
O -0.8852 -0.7467 -5.7178 0.000
O 2.9409 -1.0016 -3.5764 0.000
O 1.9729 -1.1320 -5.6068 0.000
O -0.3728 -2.7197 -4.8159 0.000
C -1.0113 -3.2264 -5.9967 0.000
H -0.9629 -4.3133 -5.9193 0.000
H -0.4714 -2.8707 -6.8812 0.000
H -2.0483 -2.8775 -6.0536 0.000
C 3.2939 -1.3149 -6.1282 0.000
H 3.9415 -0.4730 -5.8407 0.000
H 3.1754 -1.3628 -7.2112 0.000
H 3.7333 -2.2471 -5.7413 0.000
O -0.4006 -0.8054 0.9230 0.142
H -0.9521 -2.3305 -0.2644 0.002
H -2.1774 -1.0687 -0.0125 0.002
C -1.4085 2.6608 -0.6991 0.089
C 1.0293 1.9489 -0.9198 0.085
H 1.5416 2.8875 -1.1915 0.028
H 1.6468 1.1329 -1.3315 0.001
H 1.0634 1.8950 0.1837 0.018
H -1.0898 2.9107 0.3133 0.006
H -2.3595 2.1080 -0.6243 0.009
H -1.6253 3.6094 -1.2106 0.032
Co -1.2196 -0.5015 2.5251 2.500
C -2.3052 -0.4068 4.2310 0.052
C -3.1403 -0.6188 3.0891 0.030
C -2.7326 -1.8486 2.4805 0.056
H -3.9842 -0.0027 2.7682 0.004
C -1.6447 -2.3818 3.2284 0.053
C -1.3511 -1.4748 4.2889 0.030
H -0.5693 -1.6133 5.0380 0.004
H -2.4525 0.3879 4.9607 0.006
H -3.2166 -2.3133 1.6235 0.006
H -1.1375 -3.3229 3.0353 0.004
C 2.1483 -0.0109 2.6403 0.001
C 2.1991 -0.8020 3.8212 0.004
C 2.1235 -2.1753 3.4361 0.002
H 2.3144 -0.4242 4.8322 0.000
C 2.0405 -2.2290 2.0121 0.000
C 2.0308 -0.8889 1.5215 0.000
H 2.0275 -0.5738 0.4853 0.001
H 2.2195 1.0626 2.5756 0.000
H 2.1347 -3.0296 4.1109 0.000
H 1.9814 -3.1220 1.3964 0.000
C -1.7857 2.9662 3.6687 0.000
C -0.4043 2.4057 3.3759 0.008
O -0.3552 1.2916 2.5871 0.072
C 0.4293 3.6028 2.7459 0.004
F 0.6785 4.6258 3.6146 0.002
F 1.6266 3.2083 2.2344 0.001
F -0.2556 4.1601 1.7039 0.002
C 0.3391 2.2061 4.7650 0.000
F 0.0143 3.1551 5.6863 0.000
F -0.0080 1.0018 5.3140 0.000
F 1.6955 2.1768 4.6645 0.000
H -2.3259 3.0960 2.7264 0.000
H -1.6880 3.9300 4.1813 0.000
H -2.3396 2.2642 4.3003 0.000

=====

61
Properties=species:S:1:pos:R:3:nbo_charge:R:1 method="wB97M-V/def2-TZVPD" e_homo_ev=-8.91 charge=0 smiles="CC(C)C[C@H](C(=O)OCC(=O)c1c(N)n(C)c(=O)n(C)c1=O)N1C(=O)[C@H]2CC=CC[C@H]2C1=O" spin_multiplicity=1 e_above_lowest_kcal_mol=0.00 lumo_energy_ev=0.528 homo_lumo_gap_ev=9.43
C -3.9408 -3.0668 0.6044 -0.619
H -3.5820 -4.0935 0.5778 0.201
H -3.9841 -2.6861 -0.4126 0.223
H -4.9531 -3.0704 1.0029 0.209
C -3.0340 -2.2103 1.4855 -0.213
C -3.1377 -2.6560 2.9429 -0.597
H -2.5044 -2.0416 3.5786 0.208
H -4.1631 -2.5730 3.2956 0.207
H -2.8233 -3.6923 3.0435 0.202
C -1.5695 -2.2835 1.0406 -0.398
H -0.9503 -1.6917 1.7170 0.240
H -1.2209 -3.3166 1.0880 0.215
C -1.3345 -1.7751 -0.3791 -0.158
N -1.8314 -0.4216 -0.5776 -0.481
C -2.7745 -0.1325 -1.5440 0.730
O -3.3266 -0.9623 -2.2167 -0.575
C -2.9962 1.3635 -1.5484 -0.299
H -2.7910 1.7437 -2.5522 0.245
C -1.9989 1.9123 -0.5262 -0.326
C -1.3292 0.6883 0.0652 0.763
O -0.5270 0.6697 0.9648 -0.611
C -2.6478 2.7688 0.5789 -0.429
C -3.6974 3.6603 -0.0082 -0.177
C -4.5728 3.1427 -0.8556 -0.189
C -4.4619 1.6905 -1.2012 -0.439
H -5.1048 1.4181 -2.0366 0.236
H -4.7627 1.0887 -0.3368 0.214
H -5.3560 3.7265 -1.3114 0.212
H -3.7150 4.6983 0.2826 0.210
H -1.8799 3.3375 1.1009 0.228
H -3.1180 2.1006 1.3087 0.214
H -1.2220 2.5027 -1.0185 0.256
C 0.1542 -1.7157 -0.7229 0.812
O 1.0569 -1.8655 0.0548 -0.582
O 0.3102 -1.4069 -2.0108 -0.493
C 1.6326 -0.9970 -2.3615 -0.169
C 1.9277 0.2422 -1.5161 0.590
O 0.9997 1.0187 -1.3093 -0.635
C 3.2261 0.3662 -0.8987 -0.441
C 3.3455 1.0814 0.3009 0.540
N 2.3302 1.7811 0.8091 -0.764
H 2.3186 2.0267 1.7839 0.400
H 1.4314 1.6500 0.3426 0.460
N 4.5297 1.0735 0.9751 -0.424
C 5.6696 0.4231 0.4966 0.805
O 6.7091 0.4477 1.1150 -0.617
N 5.5411 -0.2188 -0.6990 -0.456
C 4.3671 -0.3162 -1.4561 0.689
O 4.3813 -0.9170 -2.5139 -0.629
C 6.7396 -0.8727 -1.1977 -0.417
H 7.5454 -0.1448 -1.2832 0.214
H 7.0475 -1.6580 -0.5081 0.212
H 6.4994 -1.2946 -2.1706 0.247
C 4.6616 1.7673 2.2420 -0.437
H 5.6986 1.6560 2.5568 0.270
H 4.0134 1.3206 2.9980 0.203
H 4.4323 2.8269 2.1235 0.208
H 2.3452 -1.8002 -2.1746 0.230
H 1.6101 -0.7540 -3.4237 0.227
H -1.8463 -2.3914 -1.1266 0.265
H -3.3671 -1.1675 1.4217 0.187

=====

8
Properties=species:S:1:pos:R:3:nbo_charge:R:1 method="wB97M-V/def2-TZVPD" e_homo_ev="-10.52 / -10.52" charge=0 spin_multiplicity=1 e_above_lowest_kcal_mol=51.32 lumo_energy_ev="-2.571 / -2.570" homo_lumo_gap_ev="7.95 / 7.95"
C -1.6262 -0.1698 0.2720 0.862
O 3.4100 0.2282 -1.6058 -0.779
O -1.2684 0.9179 0.3505 -0.487
F -2.7515 -0.4462 -0.5421 -0.353
S 2.4298 0.5518 -0.6752 1.384
Cl 1.0941 -1.3845 0.3176 -0.429
Cl -1.5901 -1.5585 1.4778 -0.020
Cl 0.4900 0.7769 -1.4129 -0.177

=====

Largest force on an atom in hartree/bohr, matching the order above: 0.109, 0.011, 0.109